{
  "formula": "C21H68O16",
  "method": "ωB97M-V/def2-TZVPD",
  "homo_energy_ev": -10.073,
  "e_tot_ha": -2044.63159,
  "multiplicity": 1,
  "orbital_gap_ev": 10.43,
  "lumo_energy_ev": 0.36,
  "symbols": ["O", "H", "H", "O", "H", "H", "O", "H", "H", "O", "H", "H", "O", "H", "H", "C", "C", "C", "O", "H", "H", "H", "H", "H", "H", "H", "H", "C", "C", "C", "O", "H", "H", "H", "H", "H", "H", "H", "H", "C", "C", "C", "O", "H", "H", "H", "H", "H", "H", "H", "H", "C", "C", "C", "O", "H", "H", "H", "H", "H", "H", "H", "H", "C", "C", "C", "O", "H", "H", "H", "H", "H", "H", "H", "H", "C", "C", "O", "O", "H", "H", "H", "H", "H", "H", "C", "C", "O", "O", "H", "H", "H", "H", "H", "H", "C", "C", "O", "O", "H", "H", "H", "H", "H", "H"],
  "positions_angstrom": [[-0.19215, -3.42818, -1.40777], [-0.90179, -4.08064, -1.39463], [-0.50638, -2.51343, -1.60768], [1.52323, -3.68128, 0.73477], [0.91177, -3.58949, -0.06259], [1.17496, -3.08758, 1.38235], [3.86799, -2.68582, -0.63264], [4.27542, -3.40301, -1.12738], [3.06944, -2.94339, -0.08308], [-1.30261, -0.63350, 6.90170], [-1.03387, -0.67755, 6.00613], [-1.28001, 0.27401, 7.22159], [-0.79996, -1.77263, 3.69678], [-1.63312, -2.28974, 3.70550], [-0.50990, -1.83222, 2.78319], [2.19152, -6.27509, -4.80963], [2.06944, -5.32271, -3.53059], [2.86317, -4.07493, -3.89714], [0.69846, -5.19104, -3.31270], [1.46361, -7.10513, -4.66291], [3.15419, -6.69845, -5.05977], [1.91271, -5.59724, -5.64914], [2.40101, -5.89645, -2.70405], [2.45281, -3.76445, -4.91596], [3.94389, -4.24521, -3.98074], [2.57132, -3.28976, -3.21178], [0.47896, -4.48112, -2.69151], [-3.86244, 4.99096, 1.56645], [-3.21533, 3.62945, 1.15473], [-2.95092, 2.90525, 2.52534], [-4.18222, 2.80880, 0.47171], [-4.43828, 5.44373, 0.81094], [-3.13016, 5.61218, 2.04410], [-4.52662, 4.76731, 2.39022], [-2.32171, 3.70254, 0.66301], [-2.27662, 3.43196, 3.22443], [-2.47891, 1.94339, 2.37628], [-3.91571, 2.75388, 3.04814], [-4.00430, 2.88641, -0.46419], [1.01551, 3.96070, 0.51675], [1.31023, 5.21997, 1.34285], [-0.03430, 5.57931, 2.02471], [2.31682, 4.99824, 2.30854], [0.38330, 3.34236, 1.11192], [1.91236, 3.41711, 0.14798], [0.47804, 4.33515, -0.31897], [1.72159, 6.05835, 0.72680], [0.02725, 6.26575, 2.86540], [-0.48060, 4.68041, 2.40089], [-0.66661, 5.94460, 1.16824], [2.53758, 4.06198, 2.45211], [-1.68990, -7.84104, -0.93738], [-2.38274, -6.95153, -1.92647], [-3.81782, -6.58358, -1.48698], [-1.56746, -5.82224, -2.29254], [-0.67441, -7.85709, -1.21270], [-2.00849, -8.88506, -0.94661], [-1.70742, -7.47930, 0.10500], [-2.48678, -7.49154, -2.82123], [-3.81572, -6.05258, -0.55333], [-4.34615, -7.46440, -1.35115], [-4.31225, -6.10038, -2.32747], [-0.79919, -6.17479, -2.76897], [-1.76102, 5.47281, -2.64775], [-2.31976, 4.07656, -2.96376], [-1.42194, 2.92041, -2.48405], [-3.60070, 3.89829, -2.51844], [-0.84424, 5.59198, -3.20716], [-1.53293, 5.61110, -1.61044], [-2.46047, 6.23700, -2.97478], [-2.29158, 4.27627, -4.00764], [-0.52532, 2.76695, -3.15550], [-2.10655, 2.07792, -2.61692], [-1.08274, 3.13114, -1.50356], [-4.22272, 4.56992, -2.80735], [3.99587, 1.04056, -0.19515], [4.06377, 0.62351, -1.60601], [2.87366, -0.03994, -1.99552], [3.87650, -0.04310, 0.65495], [3.08955, 1.58865, 0.06297], [4.87248, 1.65451, 0.05374], [4.90145, -0.09477, -1.75223], [4.25748, 1.45085, -2.26378], [3.06031, -1.00869, -2.07877], [4.39304, -0.82648, 0.40523], [2.05634, 1.82628, 4.51512], [0.98800, 2.77793, 4.92020], [1.38169, 4.14535, 5.13505], [1.99186, 1.78630, 3.11053], [1.77283, 0.83462, 4.92571], [3.05792, 2.00173, 4.75799], [0.54645, 2.45123, 5.89249], [0.22112, 2.66606, 4.19223], [1.87607, 4.43595, 4.35173], [2.70583, 1.34601, 2.65622], [-0.14492, 0.52491, 0.58948], [-1.26163, -0.05186, -0.22880], [-0.75348, -0.73964, -1.32446], [0.48213, -0.54858, 1.32802], [-0.36436, 1.26665, 1.36207], [0.61010, 0.95497, -0.07192], [-2.03583, 0.72596, -0.50276], [-1.82060, -0.76265, 0.39097], [-0.34783, -0.15921, -2.01149], [1.35043, -0.20770, 1.49465]],
  "forces_ev_per_a": [[0.446, 0.521, -0.115], [-0.541, -0.035, -0.182], [-0.093, -0.643, 0.428], [-0.026, -0.446, -1.739], [0.588, -0.026, 1.076], [-0.357, 0.690, 0.588], [-0.427, 0.795, 0.348], [-0.543, -0.292, 0.447], [0.863, -0.493, -0.788], [-0.556, -0.189, 1.771], [0.487, 0.243, -1.477], [0.095, -0.100, -0.419], [-1.030, -0.642, 0.255], [0.737, 0.441, 0.154], [0.256, 0.419, -0.264], [-1.516, 0.852, 0.700], [1.019, -1.958, -2.502], [-1.627, 0.325, -0.919], [-0.490, 0.538, -0.880], [0.434, 0.564, -0.432], [0.450, 0.076, 0.433], [-0.171, -0.907, 0.309], [1.247, -0.189, 1.095], [0.746, -0.164, 1.213], [-0.359, 0.070, 0.234], [0.522, 0.457, 0.288], [0.238, 0.308, 0.150], [0.814, -1.799, 0.654], [-3.341, -0.294, 3.738], [-0.068, 0.175, -0.213], [0.745, 0.250, 0.343], [-0.340, 0.790, -1.104], [0.558, 0.725, -0.271], [-0.524, -0.177, 0.053], [2.217, 0.379, -1.732], [-0.342, 0.241, -0.468], [-0.051, -0.434, -0.188], [0.485, 0.016, -0.364], [-0.095, 0.158, -0.586], [1.444, 0.896, -0.048], [-0.099, -0.265, 0.359], [0.340, 0.612, -1.661], [0.863, -0.340, 1.006], [-0.284, -0.795, 0.245], [-0.501, 0.429, 0.335], [-0.666, -0.090, -1.042], [-0.634, -0.591, 0.276], [0.158, 0.370, -0.315], [-0.278, -0.577, 0.245], [0.157, 0.005, 1.130], [-0.461, 0.204, -0.523], [-0.175, -0.083, 1.109], [-0.774, 0.562, 0.645], [1.964, 1.112, -1.283], [-0.880, -0.151, 0.836], [1.550, -0.162, -0.275], [-0.382, 0.150, -0.065], [-0.229, 0.021, -0.380], [-0.288, -1.036, -1.355], [-0.146, 0.642, 0.239], [-0.926, -1.942, 0.444], [-0.070, 0.622, 0.325], [0.042, 0.414, 0.030], [0.031, -0.420, 0.526], [2.297, 2.198, -0.338], [-0.592, 0.370, -2.607], [-1.633, -1.090, 1.262], [0.336, 0.148, -0.178], [0.045, 0.217, 0.837], [-0.104, 0.138, -0.010], [-0.309, -1.460, -1.673], [-0.995, 0.302, 0.682], [0.541, -0.432, 0.601], [0.135, -0.268, 1.181], [0.264, 0.175, -0.137], [0.198, 0.530, 0.692], [0.264, -1.409, -0.924], [-0.197, -1.035, -0.513], [-0.037, -1.324, 1.579], [0.017, 0.583, -0.616], [-0.009, 0.086, -0.027], [-0.146, 0.525, 0.275], [-0.048, 0.587, -0.357], [-0.228, 1.188, 0.449], [-0.159, 0.263, -0.280], [-1.028, -1.908, -0.402], [0.253, 0.937, 2.572], [0.050, -0.780, -0.548], [-0.664, 0.565, -1.788], [0.200, 0.272, -0.170], [1.388, 0.807, 1.162], [0.385, 0.303, -0.614], [-0.854, 0.168, -0.810], [-0.301, 0.211, 0.100], [0.641, -0.425, 0.310], [0.839, -0.310, 0.949], [-1.380, 1.340, 0.805], [0.459, -0.271, -1.884], [-0.662, -0.170, -0.714], [-0.775, 0.199, -0.435], [-0.036, 0.128, -0.230], [0.918, -0.562, 0.071], [0.207, -0.100, -0.170], [-0.465, -0.365, 1.063], [0.980, -0.165, 0.395]]
}